Record 1
149
Properties=species:S:1:pos:R:3 method="wB97M-V/def2-TZVPD" charge=-2 relative_energy_ev=1.103
K 0.58017 -0.51317 0.87000
C -1.24802 1.33573 3.41167
O -0.67609 1.26702 2.10717
C -1.44495 1.62608 1.02158
C -0.92939 2.64684 0.20071
C 0.36504 3.36346 0.53474
C 1.51407 3.24521 -0.45720
C 2.36314 4.32037 -0.66809
C 3.55543 4.20798 -1.38701
C 3.87450 2.93930 -1.87769
C 3.06439 1.82907 -1.70570
C 3.58304 0.47736 -2.20722
C 2.62306 -0.69859 -2.40042
C 2.16693 -0.85551 -3.70081
C 1.27825 -1.84665 -4.09606
C 0.77862 -2.66804 -3.10199
C 1.15264 -2.55309 -1.76331
C 0.38491 -3.40094 -0.72962
C -1.09024 -3.00546 -0.61412
C -2.00247 -3.31905 -1.61194
C -3.31346 -2.83643 -1.64421
C -3.65532 -1.90543 -0.66221
C -2.79211 -1.56762 0.36374
C -3.06622 -0.39461 1.29293
C -2.58310 0.90912 0.65144
C -3.25499 1.32778 -0.50204
C -2.78851 2.33679 -1.32549
C -1.61285 2.98418 -0.94990
C -3.45151 2.68359 -2.65684
C -3.84166 4.16722 -2.67647
C -4.70766 1.84975 -2.91292
C -2.45723 2.40119 -3.79233
C -1.55363 -2.26973 0.53222
O -0.87536 -2.14688 1.60239
C -4.27856 -3.29409 -2.73624
C -4.48368 -4.81344 -2.64594
C -5.64910 -2.62610 -2.61308
C -3.71422 -2.95503 -4.12226
C 2.16047 -1.62831 -1.44259
O 2.56411 -1.70190 -0.13012
C 3.55231 -0.86990 0.43744
C 0.86404 -1.95118 -5.56253
C 0.06934 -0.69692 -5.95116
C 2.10966 -2.05901 -6.45342
C -0.00935 -3.17651 -5.82774
C 1.81833 1.96543 -1.01864
O 1.04118 0.97852 -0.85206
C 4.49409 5.38549 -1.64658
C 4.00567 6.66842 -0.97232
C 5.89775 5.07876 -1.10447
C 4.59061 5.64843 -3.15662
H -2.33465 1.43389 3.35944
H -0.83106 2.20005 3.93640
H -0.97797 0.43691 3.96111
H 0.70716 3.00292 1.50840
H 0.14301 4.42883 0.66299
H 2.09223 5.26877 -0.21665
H 4.80958 2.80319 -2.41881
H 4.43349 0.18153 -1.59344
H 4.01707 0.65989 -3.19492
H 2.52638 -0.14222 -4.43486
H 0.04954 -3.42484 -3.34882
H 0.85006 -3.34883 0.25788
H 0.44906 -4.44557 -1.05332
H -1.67897 -3.98336 -2.40914
H -4.62315 -1.41599 -0.69480
H -2.57413 -0.58356 2.24435
H -4.14240 -0.30751 1.47537
H -4.13254 0.76535 -0.78496
H -1.17685 3.74639 -1.58781
H -4.55171 4.38590 -1.87622
H -4.30484 4.42878 -3.63222
H -2.97002 4.80664 -2.53540
H -5.46250 2.01374 -2.14112
H -4.47478 0.78373 -2.94358
H -5.14111 2.12910 -3.87666
H -1.54863 2.99364 -3.68485
H -2.90865 2.63479 -4.76141
H -2.16512 1.34982 -3.78608
H -4.90118 -5.08109 -1.67363
H -3.53577 -5.34116 -2.75613
H -5.16478 -5.16434 -3.42841
H -6.11269 -2.84462 -1.64968
H -6.31089 -2.99565 -3.40133
H -5.57541 -1.54208 -2.71741
H -2.76387 -3.46157 -4.28715
H -3.54009 -1.88073 -4.21152
H -4.40401 -3.26650 -4.91338
H 4.54974 -1.10378 0.05256
H 3.52356 -1.08390 1.50483
H 3.34289 0.18996 0.27595
H 0.65955 0.20716 -5.79805
H -0.82895 -0.61332 -5.33742
H -0.22905 -0.74019 -7.00288
H 2.75504 -1.18742 -6.34813
H 1.81882 -2.13926 -7.50461
H 2.69335 -2.94246 -6.18755
H -0.94181 -3.12720 -5.26728
H 0.50735 -4.09936 -5.55679
H -0.26038 -3.22511 -6.89034
H 3.94483 6.54666 0.11045
H 3.02143 6.96267 -1.34057
H 4.70317 7.48344 -1.18383
H 5.85910 4.91291 -0.02687
H 6.57938 5.91108 -1.30615
H 6.31439 4.18328 -1.56674
H 3.60485 5.88041 -3.56421
H 4.97006 4.77194 -3.68360
H 5.26071 6.48890 -3.36397
Cl 2.93770 1.57446 3.09904
C 3.91314 2.44825 1.91245
Cl 4.60838 3.94141 2.59355
H 3.29103 2.72886 1.06594
H 4.74057 1.81662 1.60838
C -0.38892 -4.10607 5.47464
C -1.41797 -3.06669 5.89458
C -1.89866 -2.25178 4.70599
O -0.92158 -2.28855 7.00204
P 0.05302 -0.99150 7.00037
S 0.61088 -0.78969 8.88242
S 1.40252 -1.02145 5.56410
O -0.97161 0.21419 6.58296
C -1.92574 0.74702 7.50337
C -3.29777 0.15083 7.23403
C -1.90756 2.25502 7.33278
H -0.85672 -4.82522 4.79927
H -0.00101 -4.63200 6.34850
H 0.43607 -3.62490 4.94389
H -2.27569 -3.58228 6.34309
H -1.04858 -1.82601 4.18151
H -2.57429 -1.45781 5.02080
H -2.41392 -2.89756 3.99371
H -1.60440 0.49167 8.51771
H -3.61153 0.36818 6.20995
H -4.03609 0.57340 7.91971
H -3.27073 -0.93004 7.36852
H -2.17698 2.52144 6.30857
H -0.90843 2.63769 7.53882
H -2.61774 2.72814 8.01498
C 3.25903 -4.18062 4.81758
C 3.48061 -3.63735 3.42873
C 4.91302 -3.34298 3.02799
O 2.55839 -3.42839 2.68054
H 4.19174 -4.45813 5.30898
H 2.58854 -5.03871 4.77035
H 2.75363 -3.40392 5.40417
H 5.54048 -4.22077 3.19485
H 5.29968 -2.54230 3.66329
H 4.95762 -3.04265 1.98415

***

Record 2
163
Properties=species:S:1:pos:R:3 method="wB97M-V/def2-TZVPD" charge=+6 relative_energy_ev=0.000
N -1.66713 -3.27273 2.30542
O -2.49017 -2.41945 2.12208
O -0.48174 -3.12226 2.06015
O -2.01076 -4.40741 2.65441
C -0.36518 2.59962 9.02421
C -0.36579 2.43992 10.50878
C 0.02377 3.77740 11.20194
N 0.23935 3.79950 12.77175
C 1.25756 2.69381 13.21722
C 1.63724 2.83100 14.69861
C 2.14584 4.27370 15.00445
C 1.08211 5.31089 14.68272
C 0.64486 5.23125 13.21382
C -1.15630 3.44493 13.39968
H -0.29422 1.55419 8.72395
H 0.47442 3.14986 8.59947
H -1.24574 3.19689 8.78760
H 0.36166 1.70467 10.85278
H -1.36247 2.12370 10.81657
H -0.66271 4.58494 10.94751
H 1.02850 3.96050 10.82103
H 2.08302 2.91030 12.53910
H 0.78737 1.74897 12.94463
H 2.49385 2.16731 14.81619
H 0.91765 2.34430 15.35694
H 3.10063 4.58211 14.57857
H 2.40522 4.34355 16.06083
H 1.58317 6.27423 14.77768
H 0.26532 5.36604 15.40238
H 1.58853 5.60138 12.81309
H -0.19316 5.90297 13.02774
H -1.38539 2.39112 13.24127
H -1.89138 4.04877 12.86758
H -1.00494 3.73650 14.43900
C 6.86723 -2.38421 7.36737
C 6.72597 -3.04971 5.96151
C 6.97079 -4.60849 6.04586
N 6.16747 -5.47391 5.05259
C 6.76638 -6.85838 5.12337
C 6.18832 -7.78274 4.01026
C 6.36465 -7.26538 2.65024
C 5.77942 -5.90435 2.52559
C 6.25421 -4.93429 3.62742
C 4.70739 -5.66676 5.58706
H 6.40961 -2.96085 8.17123
H 6.48632 -1.36346 7.40008
H 7.90836 -2.40069 7.68967
H 7.41411 -2.52911 5.29552
H 5.71370 -2.98849 5.56197
H 6.77748 -4.98863 7.04897
H 8.05183 -4.70954 5.94960
H 7.84775 -6.84538 4.98714
H 6.52807 -7.28538 6.09752
H 6.58436 -8.78144 4.19423
H 5.10923 -7.90715 4.10083
H 7.39015 -7.27702 2.28099
H 5.84708 -7.99349 2.02567
H 5.89402 -5.46732 1.53363
H 4.69433 -6.00615 2.54345
H 7.21767 -4.49731 3.36493
H 5.61197 -4.05378 3.64483
H 4.32817 -4.65716 5.74517
H 4.70472 -6.16404 6.55702
H 4.03515 -6.20429 4.91830
C 0.17375 15.07442 -5.78317
N -0.11155 13.75593 -5.22968
C -1.02334 13.01645 -5.82226
C -1.25175 11.74640 -5.34298
C -0.57423 11.22367 -4.22645
C 0.44801 12.02319 -3.62446
C 0.68826 13.23808 -4.19582
C -1.02513 9.89755 -3.62852
C -1.16548 9.75791 -2.21172
C -1.67608 8.57905 -1.68884
N -1.92696 7.54545 -2.50547
C -1.91654 7.66422 -3.85100
C -1.49808 8.87527 -4.44062
C -2.31940 6.19061 -1.96727
H 0.55687 15.70508 -4.98093
H -0.71886 15.46600 -6.27102
H 0.83604 14.88932 -6.62887
H -1.37620 13.36363 -6.78214
H -1.90396 11.16773 -5.98029
H 1.04802 11.68790 -2.79142
H 1.39919 13.93313 -3.77406
H -0.81830 10.53665 -1.54883
H -1.64721 8.32903 -0.63858
H -2.11961 6.77539 -4.42992
H -1.58515 8.95142 -5.51441
H -1.42686 5.58508 -1.80977
H -3.02966 5.60532 -2.55127
H -2.78713 6.31967 -0.99122
C -10.91971 -9.70368 -7.77430
N -10.23255 -9.78071 -6.44995
C -9.32997 -8.87808 -6.10997
C -8.97560 -8.76877 -4.76980
C -9.47486 -9.70266 -3.78393
C -10.38723 -10.67250 -4.23703
C -10.84836 -10.57939 -5.57752
C -8.91897 -9.66241 -2.42800
C -8.72212 -10.87820 -1.66591
C -8.18232 -10.78313 -0.38205
N -7.83998 -9.57791 0.16059
C -8.02426 -8.37806 -0.50233
C -8.59887 -8.41072 -1.76763
C -7.25944 -9.48592 1.53317
H -11.48943 -8.77468 -7.79619
H -11.64297 -10.50072 -7.94668
H -10.18151 -9.71144 -8.57624
H -9.00718 -8.27621 -6.94660
H -8.23078 -8.02538 -4.52687
H -10.75563 -11.45616 -3.59161
H -11.49906 -11.33929 -5.98440
H -8.92507 -11.87444 -2.03022
H -8.09823 -11.69908 0.18395
H -7.80019 -7.47548 0.04681
H -8.83088 -7.43731 -2.17389
H -7.92590 -10.02947 2.20285
H -7.14786 -8.43924 1.81622
H -6.30607 -10.01360 1.50576
C 0.78920 2.74457 -13.46952
N 0.63988 1.71661 -12.36028
C -0.25286 2.00632 -11.26589
C -0.42828 1.07283 -10.23170
C 0.26914 -0.17594 -10.22846
C 1.23615 -0.32534 -11.23701
C 1.36898 0.57663 -12.26102
C 0.05077 -1.21818 -9.13399
C 0.35232 -0.97815 -7.77226
C 0.14628 -1.91953 -6.78667
N -0.55221 -2.97317 -7.10422
C -0.75613 -3.31417 -8.39863
C -0.40653 -2.50611 -9.48120
C -1.02447 -3.97692 -6.05393
H 1.60977 3.40260 -13.18358
H -0.05683 3.38176 -13.72703
H 1.07372 2.22423 -14.38407
H -0.73826 2.97087 -11.28690
H -1.04960 1.33094 -9.38687
H 1.82813 -1.22739 -11.28461
H 2.08682 0.49051 -13.06332
H 0.76503 -0.02547 -7.47483
H 0.25028 -1.78552 -5.72007
H -1.24553 -4.25289 -8.61241
H -0.63809 -2.61615 -10.53032
H -0.42259 -4.08299 -5.15138
H -1.04466 -4.92584 -6.58989
H -1.98264 -3.62160 -5.67476
C 6.50174 4.29617 -7.16089
F 6.03799 5.05280 -8.17788
F 6.34996 3.01918 -7.50365
F 7.73581 4.49762 -6.75591
S 5.32251 4.63611 -5.59032
O 5.80062 5.91303 -5.08462
O 3.94981 4.63926 -6.09745
N 5.64383 3.17032 -4.60933
S 5.48904 3.69369 -3.20989
O 6.63725 4.51278 -2.78548
O 4.17386 4.34351 -3.05446
C 5.49379 2.15564 -2.14393
F 4.41887 1.45582 -2.45310
F 6.63228 1.54667 -2.21410
F 5.36172 2.62321 -0.86279

***

Record 3
Density functional theory data (ωB97M-V with the def2-TZVPD basis set) for a 14-piece molecular cluster, C56H84O40 overall at a distorted geometry.

```
180
C56H84O40 (ωB97M-V with the def2-TZVPD basis set)
C 14.63031 14.71885 17.10426
C 15.89156 15.18850 17.66076
C 15.75593 16.15104 18.86330
O 16.86070 15.80309 19.74844
C 17.27975 14.56357 19.38287
O 18.06116 13.91485 20.01119
O 16.62397 14.06885 18.30075
H 14.00329 15.52606 16.79504
H 13.98122 14.18445 17.82589
H 14.79252 14.02304 16.28433
H 16.55673 15.58252 16.86516
H 14.78727 16.10908 19.36906
H 15.90155 17.19764 18.65757
C 17.92855 18.71701 14.89290
C 17.88328 20.24677 15.12774
C 19.21202 20.96545 15.35030
O 19.66492 21.11091 13.99435
C 18.61473 21.19384 13.21386
O 18.58565 21.45985 12.02057
O 17.51925 20.78039 13.84616
H 18.35560 18.18933 15.73817
H 18.60058 18.51061 14.07955
H 16.90166 18.36003 14.65217
H 17.19595 20.50180 15.96457
H 19.96605 20.38120 15.88047
H 19.16520 21.95128 15.86095
C 19.10719 20.38264 9.22776
C 20.16941 19.41699 9.76489
C 20.90857 19.87212 11.02643
O 20.81988 18.73569 11.88737
C 19.99241 17.83034 11.32493
O 19.76738 16.76191 11.82930
O 19.52133 18.15220 10.11700
H 18.73622 20.04538 8.22722
H 19.53199 21.37395 9.15489
H 18.22592 20.42599 9.88393
H 20.90244 19.17078 8.99473
H 20.52318 20.78041 11.51680
H 21.97286 20.01941 10.79348
C 21.64752 13.84971 11.01879
C 21.94127 13.91768 9.50516
C 20.55740 13.71364 8.69053
O 20.08358 15.08270 8.57626
C 21.20051 15.91859 8.66841
O 21.18540 17.08424 8.39013
O 22.29034 15.25962 9.08637
H 22.52735 14.12252 11.60097
H 21.20163 12.86913 11.18743
H 20.84866 14.58471 11.19624
H 22.80879 13.33350 9.23344
H 19.81257 13.16676 9.28360
H 20.61675 13.30601 7.66094
C 12.12950 11.35709 9.95963
C 11.21162 10.57784 10.78499
C 10.37963 11.39666 11.78532
O 9.05352 10.82324 11.67216
C 8.92345 10.09034 10.49611
O 7.86558 9.61613 10.21052
O 10.09833 10.11565 9.87760
H 12.61422 10.75952 9.18342
H 12.87656 11.90433 10.50472
H 11.54957 12.16302 9.49730
H 11.61896 9.64191 11.17865
H 10.34114 12.44675 11.48543
H 10.73313 11.24440 12.79591
C 17.55762 16.47531 6.40043
C 16.74728 15.52141 7.19150
C 17.19704 15.31219 8.66812
O 15.92174 14.99543 9.28802
C 14.86162 15.31513 8.45324
O 13.72838 15.24757 8.77352
O 15.30940 15.74954 7.28203
H 18.59175 16.11454 6.31925
H 17.48694 17.42119 6.92846
H 17.26533 16.60593 5.38667
H 16.78236 14.53590 6.66514
H 17.56443 16.22009 9.11959
H 17.76772 14.40729 8.81266
C 23.24108 16.61573 15.88540
C 22.04834 16.74198 14.97533
C 21.75645 15.49626 14.09179
O 20.85739 14.70326 14.87192
C 20.19430 15.56478 15.67975
O 19.26870 15.25324 16.36408
O 20.81600 16.76296 15.76704
H 24.13750 16.59424 15.26545
H 23.13061 15.70893 16.52065
H 23.27708 17.54090 16.46014
H 22.07175 17.65759 14.36386
H 22.68360 14.90554 13.93515
H 21.18127 15.77938 13.22984
C 18.16417 11.74468 16.25304
C 18.48546 10.94019 17.41614
C 17.34606 10.85420 18.50039
O 17.37964 9.44782 18.90437
C 17.96431 8.73574 17.93407
O 17.85253 7.54754 17.76923
O 18.69698 9.54844 17.11801
H 17.86060 12.74524 16.58729
H 17.35713 11.36068 15.63044
H 19.04742 11.88305 15.67428
H 19.38647 11.36734 17.86347
H 16.39431 10.95801 18.05984
H 17.53664 11.40479 19.37683
C 17.14735 15.01461 14.10328
C 16.94431 14.62052 12.66374
C 17.98522 13.65724 12.09608
O 17.23524 12.69054 11.31048
C 15.92787 12.81982 11.76667
O 15.08797 12.02752 11.38553
O 15.68061 13.84396 12.56250
H 17.49208 14.22428 14.77052
H 16.15372 15.38916 14.42876
H 17.89884 15.81150 14.10260
H 16.77715 15.46168 12.01062
H 18.58264 13.17354 12.86336
H 18.62732 14.17323 11.39693
C 15.58656 11.62254 8.08717
C 16.80252 11.06112 8.76044
C 16.60606 9.98949 9.90961
O 17.69688 9.10814 9.71814
C 18.07698 9.20836 8.38908
O 18.82832 8.42191 7.93064
O 17.56460 10.30635 7.77510
H 15.84804 12.18047 7.18702
H 15.11805 12.30963 8.82564
H 14.85570 10.80654 7.91091
H 17.45474 11.87275 9.16196
H 15.68312 9.48328 9.71110
H 16.70204 10.39853 10.90649
C 11.61098 15.37558 11.49664
C 12.07180 14.57341 12.70307
C 12.92191 15.36192 13.73845
O 12.36837 14.85333 14.95703
C 11.16391 14.31706 14.76818
O 10.41755 13.96603 15.60738
O 10.88651 14.18521 13.43507
H 10.90215 14.76828 10.90796
H 12.54088 15.62632 10.93083
H 11.17315 16.31834 11.83596
H 12.55938 13.65410 12.42589
H 12.81360 16.42644 13.66636
H 13.93175 15.02377 13.76539
C 15.37573 8.74308 15.45686
C 15.35756 9.45563 14.07079
C 13.95480 9.28608 13.37970
O 13.31299 10.50368 13.77060
C 14.22224 11.44286 14.15217
O 13.88666 12.54697 14.41239
O 15.43296 10.92038 14.27684
H 16.30634 8.87926 15.99784
H 15.16036 7.67779 15.30961
H 14.60914 9.10851 16.12762
H 16.22363 9.22997 13.43421
H 13.40127 8.52936 13.85468
H 13.98276 9.14554 12.30030
O 15.32262 17.53663 12.62817
C 15.17182 18.08503 11.55684
O 14.17635 17.65977 10.71559
C 14.19494 18.50130 9.60434
C 14.91370 19.79528 10.00757
C 15.90958 19.25836 11.00998
H 13.12201 18.62261 9.49223
H 14.68694 18.04152 8.73400
H 14.32459 20.52203 10.58739
H 15.35599 20.27073 9.16506
H 16.12960 19.90484 11.82480
H 16.84040 18.91796 10.52327
O 19.95582 11.38540 10.07564
C 20.17808 10.46763 10.82092
O 19.63442 10.45040 12.08049
C 19.98920 9.32630 12.82191
C 20.57312 8.33589 11.79230
C 20.88230 9.20609 10.56768
H 19.04538 8.93652 13.25870
H 20.68879 9.62440 13.62145
H 19.89231 7.54384 11.48560
H 21.42403 7.75596 12.18311
H 20.44919 8.81104 9.62513
H 21.98787 9.33520 10.40847
```

***

Number 1: gap between HOMO and LUMO 5.66 eV, LUMO energy 3.58 eV. Number 2: gap between HOMO and LUMO 1.10 eV, LUMO energy -11.19 eV. Number 3: gap between HOMO and LUMO 10.24 eV, LUMO energy -0.03 eV.